47
Properties=species:S:1:pos:R:3:lowdin_charge:R:1 method="wB97M-V/def2-TZVPD" total_charge=-1 energy_ev=-65725.48568 largest_force_ev_per_a=6.960 gap_ha=0.2351 lumo_energy_ev=1.74
O 3.8853 -7.9968 -1.3854 -0.021
O 5.5206 -4.6208 -1.4054 0.071
O 2.9436 -7.9183 -3.3636 -0.047
O -5.7971 4.3085 -0.7579 -0.153
S -1.3524 3.9419 0.8067 1.079
S 3.4991 0.5247 0.5126 1.100
S 1.2243 -3.8084 -1.5506 0.952
C 3.3329 -7.4070 -2.3082 -0.733
C 4.4125 -4.5386 -0.8257 -0.340
C 1.8618 -5.1962 -2.4709 -0.302
C 1.5843 -1.2695 0.5074 -0.057
C -3.0100 1.9506 1.0412 -0.046
C 2.9499 -1.1449 0.2505 -0.482
C -1.7226 2.3063 1.2241 -0.627
C 2.7420 -6.0686 -1.8900 -0.157
C -3.7967 3.0240 0.3479 -0.200
C 0.9783 -0.0464 1.0061 -0.212
C -2.9745 4.1200 0.0931 -0.466
C 1.9476 0.9231 1.0837 -0.556
C 3.9040 -2.0580 -0.2475 -0.045
C 3.6406 -3.4181 -0.4361 -0.197
N -0.7322 1.5673 1.7048 -0.136
N 3.2383 -5.3486 -0.7742 0.049
C -5.2906 3.0896 -0.0261 -0.099
C -0.4993 0.1748 1.2457 -0.081
C -4.7613 5.0422 -1.4649 -0.177
C -3.5572 5.3393 -0.5544 -0.179
C 1.6761 2.2285 1.6555 -0.188
C 0.3481 2.2194 2.5370 -0.114
C 2.4230 -4.1671 -0.3276 -0.535
H 1.3440 -5.5354 -3.3345 0.058
H 1.0816 -2.1882 0.5449 0.059
H -3.2733 0.9742 1.5174 0.127
H 4.9848 -1.7606 -0.4192 0.137
H -5.3808 2.1633 -0.6037 0.116
H -5.8231 2.8868 0.8907 0.113
H -0.9636 -0.6150 1.9169 0.138
H -0.9002 -0.0920 0.2334 0.148
H -4.5681 4.3796 -2.3398 0.134
H -5.2622 5.9293 -1.8113 0.110
H -3.7558 6.1795 0.1448 0.127
H -2.7579 5.6952 -1.1490 0.087
H 1.4437 3.0107 0.9075 0.102
H 2.5468 2.5290 2.2463 0.108
H 0.0598 3.2271 2.8412 0.090
H 0.5262 1.6995 3.4279 0.097
H 2.0794 -4.2359 0.7590 0.148

=====

45
Properties=species:S:1:pos:R:3:lowdin_charge:R:1 method="wB97M-V/def2-TZVPD" total_charge=0 energy_ev=-43499.50137 largest_force_ev_per_a=4.133 gap_ha=0.2612 lumo_energy_ev=-0.59 smiles="CN(C)c1ccc(/C=C2/S/C(=N/c3ccc4oc(=O)ccc4c3)NC2=O)cc1" e_above_lowest_kj_mol=196.5
O -3.9412 -8.0769 -2.4834 0.079
O 0.5601 -0.0557 -0.1516 0.079
N -3.8933 -0.9651 0.0629 0.079
O -3.9348 -5.8090 -2.6539 0.141
S -2.7932 1.1986 1.2672 1.083
C -3.7196 -6.9600 -2.0111 -0.444
C -0.5223 0.1504 0.3944 -0.462
C -3.2683 -6.9930 -0.6042 0.036
C -3.1400 -5.8197 0.1150 0.025
C -2.7869 -0.3392 0.4333 -0.576
C -1.0810 1.3435 1.0105 -0.436
C -0.4566 2.5435 1.2631 -0.050
C -4.0100 -2.1965 -2.0490 -0.011
C -3.9711 -3.4449 -2.6965 0.030
C -3.4100 -3.3358 -0.0142 0.025
C 1.1889 4.1799 0.5939 0.003
C 1.9123 1.9997 1.3803 -0.002
C 2.5244 4.6510 0.6263 -0.004
C 3.2433 2.4519 1.3423 -0.002
C -3.7814 -2.1365 -0.6718 -0.317
C -3.7455 -4.6560 -1.9641 -0.186
C -3.4361 -4.5879 -0.6054 -0.169
C 0.8937 2.8673 1.0554 -0.263
C 3.5415 3.7311 0.9515 -0.257
N -1.4899 -0.7997 0.1500 0.130
N 4.8900 4.0950 0.7464 -0.189
C 5.9709 3.4097 1.5013 -0.063
C 5.2161 4.9497 -0.4247 -0.055
H -3.0505 -7.9436 -0.1634 0.111
H -2.9530 -5.8232 1.2024 0.126
H -1.1094 3.3521 1.6144 0.123
H -4.2277 -1.2940 -2.6193 0.116
H -4.1984 -3.5260 -3.7614 0.121
H -3.1902 -3.2329 1.0419 0.124
H 0.3855 4.8757 0.3293 0.116
H 1.6817 0.9968 1.6839 0.112
H 2.7694 5.6904 0.4071 0.108
H 4.0074 1.7591 1.5461 0.090
H -1.3361 -1.3071 -0.6922 0.150
H 5.7177 3.2963 2.5699 0.093
H 6.8952 3.9897 1.3843 0.083
H 6.1229 2.4085 1.1149 0.070
H 4.6562 4.5751 -1.2883 0.093
H 6.2452 4.8014 -0.7127 0.074
H 5.0244 5.9865 -0.2208 0.069

=====

47
Properties=species:S:1:pos:R:3:lowdin_charge:R:1 method="wB97M-V/def2-TZVPD" total_charge=-2 energy_ev=-84154.99687 largest_force_ev_per_a=2.459 gap_ha="0.1483 / 0.1313" lumo_energy_ev="4.37 / 4.38" multiplicity=2 e_above_lowest_kj_mol=123.2
V 0.0557 0.1314 0.1499 0.246
C 0.7695 -1.9731 3.7459 -0.066
C 0.7974 -1.0629 2.5416 -0.292
N -0.2718 -0.8196 1.7906 -0.123
N -1.5099 -1.2151 2.0810 -0.031
C -2.1967 -0.9404 3.1479 -1.002
N -3.4433 -1.5793 3.2063 0.008
S -1.8190 0.0734 4.4630 0.377
C 1.9717 -0.4282 2.0833 -0.235
C 3.2198 -0.4395 2.7419 -0.046
C 4.2772 0.2757 2.2359 -0.138
C 4.1043 0.9740 1.0278 -0.109
C 2.8683 0.9307 0.4192 -0.218
N 1.8090 0.2828 0.9060 -0.123
H -0.2432 -2.0610 4.1346 0.017
H 1.3971 -1.5915 4.5489 0.062
H 1.1245 -2.9765 3.4794 0.074
H -3.7462 -1.9179 2.3011 0.057
H -4.1433 -1.0202 3.6785 0.035
H 3.3194 -0.9914 3.6660 0.090
H 5.2279 0.2991 2.7524 0.075
H 4.9195 1.5345 0.5896 0.078
H 2.7154 1.4196 -0.5401 0.070
S -4.2930 1.0688 -0.2992 1.035
C -4.1334 -0.6467 -0.6246 -0.473
C -5.1259 -1.5606 -0.8914 -0.131
C -4.7598 -2.8767 -1.1691 -0.127
C -3.4182 -3.2463 -1.1609 -0.107
C -2.4190 -2.3442 -0.8676 -0.036
C -2.7601 -1.0098 -0.6006 -0.329
N -1.9074 -0.0061 -0.3459 -0.085
C -2.5139 1.1642 -0.1687 -0.485
C -1.7488 2.3282 -0.0017 -0.262
C -2.2788 3.6112 0.2259 -0.067
C -1.4245 4.6789 0.3794 -0.133
C -0.0497 4.4874 0.2929 -0.114
C 0.4679 3.2118 0.0688 -0.112
C -0.3411 2.0986 -0.0708 -0.172
H -6.1664 -1.2629 -0.8875 0.092
H -5.5314 -3.6045 -1.3870 0.082
H -3.1480 -4.2708 -1.3830 0.092
H -1.3763 -2.6389 -0.8400 0.062
H -3.3543 3.7320 0.2925 0.084
H -1.8142 5.6675 0.6016 0.083
H 0.6228 5.3350 0.3889 0.083
H 1.5505 3.1115 0.0256 0.073
Te 0.8055 -0.6581 -2.0188 0.139

=====

48
Properties=species:S:1:pos:R:3:lowdin_charge:R:1 method="wB97M-V/def2-TZVPD" total_charge=+1 energy_ev=-176238.21682 largest_force_ev_per_a=3.359 gap_ha=0.2211 lumo_energy_ev=-4.81 e_above_lowest_kj_mol=134.6
Pd 0.1819 0.1006 0.4272 0.666
O 3.8949 -2.0100 4.3511 0.055
C 3.5474 -2.8152 3.2983 -0.274
C 4.3120 -3.9572 3.0891 -0.006
C 4.0517 -4.7799 2.0088 -0.070
C 3.0205 -4.4787 1.1290 -0.076
C 2.2552 -3.3442 1.3397 -0.031
C 2.5127 -2.5076 2.4165 -0.111
C 1.6802 -1.2361 2.5979 -0.416
O 0.4781 -1.2455 1.9773 -0.251
N 2.5293 -0.1029 2.1616 0.047
N 2.0220 0.8006 1.3533 -0.079
C 2.6383 1.8642 0.9729 -0.165
C 2.0307 2.8285 0.0964 -0.557
Br 0.5744 2.1335 -0.9835 0.873
C 2.3706 4.1093 -0.1026 -0.081
C 3.3212 4.8845 0.6908 -0.221
C 3.5335 4.6683 2.0593 -0.043
C 4.4550 5.4263 2.7586 -0.065
C 5.1763 6.4211 2.1127 -0.062
C 4.9384 6.6805 0.7700 -0.062
C 4.0139 5.9289 0.0692 -0.028
H 3.1430 -1.4938 4.6582 0.092
H 5.0973 -4.1859 3.7980 0.123
H 4.6511 -5.6682 1.8594 0.110
H 2.8115 -5.1212 0.2839 0.104
H 1.4351 -3.0978 0.6782 0.068
H 1.5266 -1.0850 3.6887 0.144
H 3.5035 -0.0642 2.4339 0.162
H 3.6517 2.0706 1.3036 0.145
H 1.9108 4.6287 -0.9366 0.114
H 2.9223 3.9515 2.5902 0.112
H 4.6004 5.2493 3.8161 0.111
H 5.8993 7.0085 2.6621 0.112
H 5.4745 7.4774 0.2724 0.112
H 3.8337 6.1344 -0.9792 0.119
O -5.6794 -2.0551 -0.2012 0.124
C -4.5256 -1.3954 -0.1348 -0.292
C -4.3853 -0.1355 0.4515 0.024
C -3.1353 0.4377 0.5052 -0.098
N -2.0484 -0.1567 0.0061 -0.078
C -2.2087 -1.3418 -0.5859 -0.704
Br -0.6020 -2.0497 -1.2995 0.846
C -3.3999 -2.0086 -0.6931 -0.009
H -6.3959 -1.5698 0.2237 0.132
H -5.2423 0.3808 0.8633 0.127
H -2.9811 1.4104 0.9523 0.126
H -3.4876 -2.9704 -1.1759 0.131